Entry from the Open Molecules 2025 dataset: C19H22IrN6O5Te as an isolated structure (ωB97M-V/def2-TZVPD).

Structure (ORCA input):
```
! RIJCOSX wB97M-V def2-TZVPD def2/J DEFGRID3
* xyz 2 2
Ir -0.447 0.675 0.060
Te -2.453 -0.791 -0.722
O -3.418 4.981 2.991
O -1.741 -0.047 3.856
O -0.749 1.959 -1.413
O -1.033 -0.381 1.755
O -1.446 4.064 -1.756
N -1.535 1.991 1.060
N 2.870 -0.373 -2.453
N 1.249 0.671 1.262
N 2.933 0.434 -0.320
N 0.880 -0.215 -1.284
N 3.471 1.069 1.833
C -1.393 -4.895 -3.835
C -1.480 -3.426 -1.475
C -1.773 3.142 0.419
C -2.063 -1.329 -2.744
C -1.124 -5.513 -2.619
C 4.895 1.040 1.478
C -1.306 3.139 -1.024
C 3.076 1.483 3.184
C -2.409 4.166 1.064
C -1.701 -3.547 -3.874
C -1.558 0.359 2.748
C 2.170 -0.070 -1.351
C -1.530 -2.631 -0.193
C -1.740 -2.806 -2.695
C -1.169 -4.783 -1.444
C -2.558 2.737 3.035
C -2.807 3.965 2.402
C 2.523 0.756 0.956
C -1.912 1.764 2.309
H 3.870 -0.277 -2.502
H 2.546 0.682 3.702
H -2.861 2.533 4.054
H -1.923 -3.070 -4.821
H -2.615 5.098 0.554
H 5.183 0.060 1.094
H 3.972 1.706 3.752
H 5.142 1.826 0.762
H -1.375 -5.469 -4.751
H 5.476 1.218 2.375
H 1.057 0.691 2.254
H 3.906 0.588 -0.528
H -2.133 -3.085 0.591
H 2.457 2.380 3.145
H -2.963 -1.105 -3.315
H -1.257 -0.717 -3.149
H -0.547 -2.404 0.218
H 2.409 -0.722 -3.275
H -0.891 -6.568 -2.587
H -0.975 -5.269 -0.496
H 0.489 -0.466 -2.182
H -3.692 4.780 3.896
*
```

HOMO-LUMO gap (spin up / spin down)   7.6808 / 6.2578 eV
Electronic energy   -1813.8619 Ha
HOMO (spin up / spin down)   -14.3 / -14.3 eV
Largest force on an atom   0.98 eV/A



Entry from the Open Molecules 2025 dataset: C17H12ClI2N2O9RhS as an isolated structure (ωB97M-V/def2-TZVPD).

Structure (ORCA input):
```
! RIJCOSX wB97M-V def2-TZVPD def2/J DEFGRID3
* xyz 0 5
I 3.678 2.026 5.917
I -1.552 3.192 3.150
Rh 0.405 -0.238 -0.327
Cl -0.124 -2.985 -0.478
S -3.657 1.689 -3.581
O -3.670 1.265 -4.945
O 1.985 -0.444 -2.092
O -0.327 -2.056 -1.562
O -0.206 1.258 1.148
O -0.048 -2.187 0.737
O -4.534 2.757 -3.214
O 1.102 -3.652 -0.650
O -1.213 -3.860 -0.383
O -0.504 1.234 -1.701
N 2.112 -0.078 1.089
N -2.095 2.016 -3.108
C -2.741 0.335 -1.611
C 0.596 1.414 2.107
C -2.661 -0.493 -0.505
C 0.310 2.252 3.206
C 2.400 1.737 4.270
C 2.756 0.843 3.230
C 1.858 0.716 2.140
C -4.790 -1.441 -1.121
C 1.199 2.416 4.252
C 3.275 -0.150 -2.605
C -4.902 -0.558 -2.189
C 3.197 -0.819 1.067
C 4.130 -0.784 2.109
C -3.869 0.321 -2.415
C 3.922 0.056 3.177
C -3.686 -1.400 -0.280
C -1.673 1.273 -2.138
H 4.640 0.106 3.985
H 3.283 0.794 -3.154
H 3.324 -1.470 0.214
H 3.609 -0.958 -3.266
H 5.000 -1.417 2.066
H 0.937 3.073 5.068
H -1.831 -0.416 0.201
H -5.573 -2.161 -0.936
H -5.770 -0.572 -2.827
H 3.961 -0.078 -1.762
H -3.617 -2.089 0.550
H 1.362 -0.466 -2.833
*
```

HOMO-LUMO gap (spin up / spin down)   6.6010 / 4.4154 eV
Electronic energy   -3005.6418 Ha
HOMO (spin up / spin down)   -8.5 / -8.5 eV
Largest force on an atom   2.16 eV/A



Here are the calculated relative energy (zero: lowest compared OMol25 entry of this formula, charge and spin) numbers, same order: 15.4, 25.3 (kcal/mol).